No. 1
Entry from the OMol25 dataset: a molecular structure, C4H7Br2N2 (ωB97M-V/def2-TZVPD).

The geometry in XYZ format:
```
15
Properties=species:S:1:pos:R:3
C 2.325 -0.444 0.755
C 1.533 -1.327 1.236
C -1.792 0.501 -1.202
C -1.228 0.644 -0.041
N 3.032 0.493 0.313
N -3.009 -0.136 -1.278
Br -1.661 -0.287 1.648
Br 0.124 1.951 0.230
H 1.505 -1.678 2.358
H 0.859 -1.834 0.667
H 3.729 0.373 -0.357
H -1.448 1.254 -1.899
H -3.611 -0.079 -2.102
H 2.676 1.524 0.342
H -3.033 -0.952 -0.670
```

Output
Multiplicity ... 1
Energy above the lowest of the compared OMol25 structures with the same formula, charge and spin ... 82.3 kcal/mol
Total charge ... +1

=====

No. 2
Entry from the OMol25 dataset: 6 unconnected molecules or ions with the total composition C17H34NO17S (ωB97M-V/def2-TZVPD).

The geometry in XYZ format:
```
70
Properties=species:S:1:pos:R:3
O -5.079 2.140 1.021
C -4.451 3.238 1.066
O -4.814 4.297 0.552
C -3.113 3.195 1.815
N -2.824 4.325 2.687
S -4.097 4.731 3.777
H -3.057 2.284 2.404
H -2.311 3.123 1.081
H -2.526 5.141 2.179
H -4.481 3.502 4.163
C -3.617 0.043 -0.636
O -2.184 -0.106 -0.701
C -1.656 0.120 -1.891
O -2.243 0.420 -2.896
O -0.328 -0.049 -1.794
C 0.375 0.164 -3.014
H -3.914 -0.165 0.383
H -3.912 1.059 -0.875
H -4.102 -0.668 -1.305
H 0.240 1.185 -3.365
H 0.049 -0.544 -3.775
H 1.430 -0.002 -2.809
C -5.937 -0.616 2.184
O -5.213 -0.107 3.310
C -4.973 -0.988 4.260
O -5.295 -2.150 4.269
O -4.295 -0.371 5.239
C -3.965 -1.212 6.337
H -6.057 0.209 1.487
H -5.375 -1.415 1.701
H -6.917 -0.978 2.495
H -3.324 -2.032 6.017
H -4.865 -1.601 6.811
H -3.424 -0.597 7.052
C -0.631 6.243 8.630
O -1.158 4.992 9.069
C -2.205 4.570 8.352
O -2.697 5.139 7.423
O -2.603 3.398 8.849
C -3.720 2.833 8.155
H 0.206 6.477 9.283
H -0.275 6.171 7.604
H -1.380 7.027 8.715
H -3.470 2.643 7.113
H -4.585 3.491 8.220
H -3.950 1.892 8.647
C 3.316 -3.341 -1.478
O 4.683 -3.404 -1.900
C 4.936 -2.736 -3.022
O 4.136 -2.119 -3.671
O 6.232 -2.870 -3.302
C 6.642 -2.193 -4.490
H 3.245 -3.920 -0.562
H 3.022 -2.314 -1.273
H 2.662 -3.779 -2.228
H 6.478 -1.121 -4.399
H 6.115 -2.585 -5.358
H 7.706 -2.373 -4.616
C 4.995 -4.033 -8.193
O 6.416 -4.190 -8.220
C 6.965 -3.976 -9.413
O 6.379 -3.676 -10.418
O 8.281 -4.154 -9.300
C 9.003 -3.954 -10.515
H 4.667 -4.228 -7.176
H 4.716 -3.016 -8.460
H 4.515 -4.745 -8.861
H 8.879 -2.934 -10.874
H 8.680 -4.663 -11.275
H 10.051 -4.127 -10.289
```

Output
Multiplicity ... 1
Total charge ... -1

=====

No. 3
Entry from the OMol25 dataset: 3 unconnected molecules or ions with the total composition C15H29FN2O9S (ωB97M-V/def2-TZVPD).

The geometry in XYZ format:
```
57
Properties=species:S:1:pos:R:3
C -0.624 3.912 2.454
C -1.401 2.632 1.949
N -1.370 2.673 0.464
N -2.552 2.110 -0.096
C -2.425 0.646 -0.331
C -2.791 -0.211 0.957
C -1.559 -0.995 1.538
C -0.884 -1.978 0.507
C 0.635 -2.267 0.786
C 1.556 -0.989 0.693
O 0.885 0.154 0.152
C 1.546 1.360 0.508
S -2.744 2.953 -1.612
O -1.441 3.133 -2.328
O -3.466 4.230 -1.336
F -3.705 2.085 -2.617
H 0.256 4.104 1.786
H -1.309 4.788 2.345
H -0.274 3.784 3.504
H -2.419 2.526 2.393
H -0.776 1.755 2.263
H -1.421 3.677 0.237
H -3.117 0.278 -1.135
H -1.392 0.403 -0.708
H -3.588 -0.965 0.729
H -3.222 0.468 1.734
H -0.757 -0.338 1.954
H -1.933 -1.626 2.389
H -1.031 -1.686 -0.572
H -1.416 -2.965 0.616
H 0.976 -2.949 -0.040
H 0.756 -2.838 1.737
H 2.417 -1.208 0.012
H 2.017 -0.805 1.704
H 1.103 2.171 -0.129
H 1.359 1.662 1.574
H 2.640 1.305 0.279
O 3.912 -2.820 0.520
C 4.813 -2.398 1.175
O 4.898 -1.122 1.634
C 5.985 -1.069 2.554
C 6.841 -2.227 2.122
O 5.891 -3.128 1.560
H 6.503 -0.114 2.486
H 5.596 -1.192 3.568
H 7.563 -1.948 1.350
H 7.372 -2.690 2.952
O -1.909 -2.636 -2.325
C -2.303 -2.008 -3.261
O -1.625 -1.867 -4.427
C -2.506 -1.254 -5.365
C -3.488 -0.541 -4.479
O -3.486 -1.342 -3.298
H -1.963 -0.576 -6.021
H -2.976 -2.034 -5.970
H -3.161 0.469 -4.222
H -4.486 -0.491 -4.912
```

Output
Multiplicity ... 1

=====

Sequential energy output: -147316.5612, -65314.3363, -50982.1077 eV
Sequential orbital gap output: 6.99, 5.71, 9.52 eV